# 1
Here is a cluster of 11 separate species, C72H162N8O13 in total from the OMol25 dataset. Energies are from the ωB97M-V functional and the def2-TZVPD basis.

Atoms and positions in Å:
C  1.50  -3.50  -4.01
C  2.19  -4.34  -2.92
C  3.66  -4.59  -3.26
C  2.07  -3.52  -1.62
C  2.34  -4.29  -0.39
C  1.32  -5.39  -0.30
C  1.42  -6.32  -1.59
C  2.75  -7.05  -1.51
C  0.23  -7.31  -1.60
N  1.27  -5.48  -2.80
O  1.34  -6.37  -3.94
H  1.46  -3.99  -5.01
H  0.51  -3.26  -3.64
H  1.94  -2.47  -4.12
H  4.14  -5.04  -2.43
H  3.69  -5.32  -4.06
H  4.13  -3.65  -3.56
H  2.66  -2.61  -1.56
H  0.99  -3.26  -1.53
H  3.30  -4.78  -0.33
H  2.23  -3.57  0.42
H  0.31  -5.00  -0.12
H  1.64  -5.96  0.58
H  2.64  -7.79  -0.75
H  3.61  -6.41  -1.32
H  3.02  -7.59  -2.41
H  0.25  -7.93  -0.73
H  0.22  -7.87  -2.52
H  -0.72  -6.73  -1.56
H  2.22  -6.77  -4.00
C  2.53  -8.01  2.68
C  2.41  -7.76  4.22
C  1.03  -8.27  4.60
C  3.53  -8.48  5.02
C  4.80  -7.71  4.88
C  4.68  -6.27  5.38
C  3.62  -5.53  4.57
C  3.27  -4.22  5.29
C  4.20  -5.19  3.15
N  2.41  -6.32  4.59
O  1.42  -5.65  3.82
H  1.88  -8.88  2.40
H  2.11  -7.15  2.14
H  3.55  -8.21  2.35
H  0.91  -7.96  5.63
H  0.22  -7.87  4.02
H  0.97  -9.39  4.53
H  3.16  -8.54  6.08
H  3.51  -9.50  4.64
H  5.51  -8.27  5.48
H  5.14  -7.77  3.83
H  5.66  -5.83  5.26
H  4.42  -6.23  6.44
H  4.12  -3.59  5.52
H  2.63  -4.42  6.13
H  2.63  -3.63  4.61
H  4.95  -4.39  3.25
H  3.31  -4.88  2.57
H  4.54  -6.12  2.69
H  0.68  -5.49  4.42
C  8.29  0.53  1.04
C  6.99  1.06  0.34
C  6.87  2.59  0.52
C  7.05  0.66  -1.09
C  5.72  0.63  -1.86
C  4.62  -0.09  -1.12
C  4.52  0.31  0.37
C  3.80  1.65  0.41
C  3.73  -0.69  1.12
N  5.88  0.27  0.93
O  5.94  0.58  2.35
H  9.08  1.00  0.43
H  8.42  0.91  2.01
H  8.36  -0.55  1.06
H  7.74  3.19  0.21
H  6.02  2.92  -0.06
H  6.75  2.83  1.57
H  7.68  1.29  -1.71
H  7.46  -0.38  -1.09
H  5.32  1.64  -2.19
H  5.95  0.14  -2.87
H  4.88  -1.17  -1.09
H  3.64  0.12  -1.56
H  4.40  2.26  -0.23
H  3.80  2.16  1.36
H  2.73  1.68  0.16
H  2.71  -0.73  0.69
H  3.56  -0.39  2.15
H  4.13  -1.71  1.15
H  5.69  1.53  2.34
C  -5.22  3.70  -1.42
C  -5.15  3.46  0.15
C  -4.37  4.53  0.86
C  -6.53  3.34  0.83
C  -6.44  2.84  2.25
C  -5.83  1.48  2.34
C  -4.46  1.36  1.59
C  -3.32  1.89  2.55
C  -4.13  -0.12  1.26
N  -4.48  2.11  0.32
O  -3.16  2.15  -0.19
H  -5.68  4.68  -1.62
H  -4.21  3.80  -1.71
H  -5.76  2.91  -1.87
H  -4.79  5.48  0.57
H  -4.37  4.52  1.96
H  -3.28  4.48  0.66
H  -7.07  4.30  0.82
H  -7.13  2.67  0.22
H  -5.95  3.58  2.93
H  -7.42  2.79  2.72
H  -6.48  0.75  1.92
H  -5.81  1.16  3.37
H  -3.50  2.91  2.93
H  -2.34  1.93  2.10
H  -3.27  1.28  3.47
H  -4.19  -0.61  2.20
H  -3.14  -0.27  0.79
H  -4.96  -0.57  0.64
H  -3.10  1.34  -0.75
C  -1.40  -0.41  5.73
C  -0.82  0.94  6.11
C  -0.13  0.71  7.45
C  0.10  1.37  5.00
C  0.59  2.82  5.10
C  -0.68  3.68  5.03
C  -1.68  3.32  6.15
C  -1.20  3.77  7.61
C  -3.03  4.03  5.97
N  -1.93  1.89  6.16
O  -2.79  1.60  7.22
H  -0.63  -1.16  5.71
H  -2.15  -0.71  6.44
H  -1.90  -0.31  4.75
H  0.18  1.58  7.94
H  -0.83  0.16  8.15
H  0.66  0.03  7.30
H  1.00  0.70  4.99
H  -0.41  1.13  4.05
H  1.20  2.82  5.99
H  1.26  3.00  4.28
H  -1.05  3.52  4.01
H  -0.52  4.77  5.04
H  -1.21  4.85  7.89
H  -0.22  3.33  7.89
H  -1.83  3.25  8.35
H  -3.55  3.52  5.18
H  -2.83  5.05  5.55
H  -3.58  4.05  6.88
H  -3.56  1.12  6.82
C  4.19  4.63  -4.52
C  2.60  4.42  -4.41
C  2.28  5.29  -3.19
C  1.79  4.87  -5.61
C  1.95  4.03  -6.85
C  1.59  2.59  -6.55
C  2.25  1.96  -5.28
C  1.36  0.82  -4.76
C  3.70  1.45  -5.58
N  2.15  2.98  -4.20
O  2.82  2.53  -2.99
H  4.72  4.16  -5.36
H  4.48  5.71  -4.47
H  4.63  4.12  -3.62
H  2.70  4.88  -2.27
H  2.63  6.30  -3.28
H  1.20  5.25  -3.08
H  0.73  4.76  -5.30
H  2.07  5.94  -5.74
H  1.34  4.38  -7.66
H  2.92  4.00  -7.32
H  1.79  2.14  -7.48
H  0.52  2.55  -6.42
H  1.21  0.00  -5.51
H  0.45  1.34  -4.47
H  1.84  0.35  -3.89
H  4.01  1.18  -4.55
H  4.46  2.20  -5.96
H  3.77  0.58  -6.24
H  2.18  1.91  -2.59
C  -3.70  8.17  -10.73
O  -3.94  8.38  -9.37
C  -5.03  7.63  -8.92
C  -5.26  7.88  -7.42
N  -4.27  7.17  -6.56
C  -4.35  7.57  -5.21
C  -3.26  6.93  -4.48
O  -3.47  7.23  -3.06
C  -2.58  6.56  -2.20
H  -4.56  8.45  -11.38
H  -3.62  7.08  -10.88
H  -2.83  8.70  -11.11
H  -4.92  6.57  -9.19
H  -5.92  7.94  -9.46
H  -6.28  7.57  -7.13
H  -5.32  9.00  -7.24
H  -3.32  7.46  -6.91
H  -5.30  7.19  -4.81
H  -4.19  8.61  -5.02
H  -2.21  7.28  -4.71
H  -3.25  5.86  -4.59
H  -1.50  6.80  -2.34
H  -2.69  5.47  -2.31
H  -2.89  6.83  -1.17
C  -1.85  -5.02  2.20
O  -1.46  -3.72  1.80
C  -0.28  -3.22  2.43
C  -0.24  -1.74  2.06
N  0.11  -1.57  0.60
C  0.15  -0.13  0.23
C  0.36  0.00  -1.31
O  0.65  1.40  -1.62
C  -0.45  2.23  -1.63
H  -2.06  -5.11  3.29
H  -1.10  -5.76  1.86
H  -2.83  -5.29  1.68
H  0.60  -3.83  2.08
H  -0.42  -3.22  3.50
H  0.60  -1.21  2.59
H  -1.24  -1.31  2.33
H  -0.57  -1.98  0.01
H  0.96  0.38  0.80
H  -0.81  0.31  0.42
H  -0.60  -0.25  -1.74
H  1.18  -0.62  -1.73
H  -0.88  2.54  -0.68
H  -1.24  1.77  -2.20
H  -0.22  3.13  -2.24
C  -4.69  0.18  -3.79
C  -4.44  -0.28  -2.36
O  -3.12  -0.07  -1.92
H  -4.44  1.21  -3.89
H  -5.71  0.00  -4.12
H  -4.16  -0.43  -4.53
H  -4.61  -1.38  -2.36
H  -5.07  0.29  -1.68
H  -2.77  -0.91  -1.55
C  -6.79  -1.69  5.18
C  -5.39  -1.41  5.61
O  -5.28  -0.04  6.15
H  -7.27  -0.80  4.75
H  -7.38  -2.02  6.03
H  -6.91  -2.50  4.47
H  -4.73  -1.63  4.74
H  -5.02  -2.14  6.35
H  -6.15  0.27  6.44
C  -2.16  -3.56  -3.51
C  -2.05  -3.95  -2.02
O  -2.32  -2.75  -1.30
H  -1.78  -4.38  -4.14
H  -1.72  -2.59  -3.67
H  -3.20  -3.44  -3.80
H  -1.08  -4.44  -1.73
H  -2.84  -4.70  -1.92
H  -2.36  -3.08  -0.39

For the LUMO energy, the calculation gives 0.3061 eV. The value obtained for the HOMO energy is -7.82 eV. For the energy above the lowest of the compared OMol25 structures with the same formula, charge and spin, the calculation gives 0.488 eV. For the HOMO-LUMO gap, the calculation gives 0.29879 hartree.

These are the Mulliken partial charges, in e, on atoms 1 to 5:
1. C -1.428
2. C 1.986
3. C -1.836
4. C -0.034
5. C -1.325

# 2
Here is a structure of composition C16H19BCrN6 from the OMol25 dataset. Energies are from the ωB97M-V functional and the def2-TZVPD basis.

Atoms and positions in Å:
H  -0.23  2.89  0.91
N  0.16  1.63  -0.77
B  0.74  0.76  -3.10
N  0.65  1.90  -2.05
C  0.88  3.21  -2.18
Cr  -0.36  -0.25  -0.40
H  1.29  3.57  -3.11
C  0.54  3.83  -0.97
H  0.60  4.88  -0.77
C  0.11  2.81  -0.11
H  1.17  1.14  -4.14
C  -2.10  -2.65  0.87
H  -2.35  -2.44  1.91
H  -1.29  -3.38  0.85
H  -2.97  -3.05  0.36
N  -0.67  0.15  -3.23
N  1.65  -0.32  -2.45
N  -1.32  -0.34  -2.09
N  1.28  -0.90  -1.23
C  -1.48  0.01  -4.28
C  2.76  -0.91  -2.89
H  -1.16  0.35  -5.27
H  3.20  -0.54  -3.81
C  -2.67  -0.57  -3.85
C  3.13  -1.90  -1.99
C  -2.54  -0.77  -2.48
C  2.20  -1.85  -0.94
H  -3.52  -0.80  -4.46
H  3.97  -2.56  -2.08
H  -3.24  -1.20  -1.79
H  2.14  -2.45  -0.04
H  -1.77  -1.69  0.36
C  -0.62  -0.56  4.43
C  0.23  -1.42  3.72
C  0.39  -1.22  2.33
C  -0.30  -0.20  1.69
C  -1.15  0.64  2.39
C  -1.30  0.47  3.78
H  -0.74  -0.70  5.50
H  0.74  -2.25  4.22
H  1.02  -1.88  1.74
H  -1.71  1.40  1.85
H  -1.95  1.15  4.35

For the LUMO energy (alpha / beta), the calculation gives 0.6362 / 0.6235 eV. The value obtained for the HOMO energy (alpha / beta) is -6.68 / -8.01 eV. As for the spin multiplicity: 5. For the energy above the lowest of the compared OMol25 structures with the same formula, charge and spin, the calculation gives 0.000 eV. For the HOMO-LUMO gap (alpha / beta), the calculation gives 0.26896 / 0.31731 hartree.

These are the Mulliken partial charges, in e, on atoms 1 to 5:
1. H 0.408
2. N 0.417
3. B 0.060
4. N -0.142
5. C -0.066

# 3
Here is the ion C3H2I2N2O with charge +2 from the OMol25 dataset. Energies are from the ωB97M-V functional and the def2-TZVPD basis.

Atoms and positions in Å:
C  -0.38  0.54  -0.21
C  -2.96  0.09  -0.06
C  -1.28  -1.57  0.19
N  -0.21  -0.69  0.00
N  -2.70  -1.18  -0.03
O  -3.47  -2.06  -0.25
I  -4.69  1.09  -0.07
I  -1.03  -3.62  0.00
H  0.21  1.53  -0.30
H  0.63  -1.31  0.06

For the LUMO energy (alpha / beta), the calculation gives -12.2557 / -12.0019 eV. The value obtained for the HOMO energy (alpha / beta) is -17.75 / -17.98 eV. For the energy above the lowest of the compared OMol25 structures with the same formula, charge and spin, the calculation gives 5.343 eV. As for the charge: +2. For the HOMO-LUMO gap (alpha / beta), the calculation gives 0.20190 / 0.21967 hartree.

These are the Mulliken partial charges, in e, on atoms 1 to 5:
1. C 0.024
2. C -0.155
3. C 0.245
4. N -0.118
5. N 0.481

# 4
Here is a structure of composition C4H6AlLiO7 from the OMol25 dataset. Energies are from the ωB97M-V functional and the def2-TZVPD basis.

Atoms and positions in Å:
O  -4.20  1.15  0.06
C  -3.37  0.21  0.15
O  -3.62  -0.97  -0.18
O  -2.14  0.56  0.56
O  1.35  0.13  -0.20
C  0.17  0.83  0.12
C  -1.02  -0.10  -0.03
Li  -5.43  -0.27  -0.51
H  0.08  1.70  -0.56
H  0.28  1.17  1.16
H  -0.83  -1.05  0.49
H  -1.21  -0.31  -1.09
C  3.01  -0.62  0.28
O  3.49  0.01  -0.73
O  2.96  -1.98  0.30
H  2.90  -2.29  -0.62
Al  2.69  1.29  -1.57
O  2.97  -0.03  1.45
H  1.90  0.58  0.93

For the LUMO energy, the calculation gives -0.6175 eV. The value obtained for the HOMO energy is -8.32 eV. For the energy above the lowest of the compared OMol25 structures with the same formula, charge and spin, the calculation gives 2.131 eV. For the HOMO-LUMO gap, the calculation gives 0.28321 hartree.

These are the Mulliken partial charges, in e, on atoms 1 to 5:
1. O -0.858
2. C 0.962
3. O -0.857
4. O -0.285
5. O -0.561